Below is a cluster of 2 separate species, O2 in total in a non-equilibrium geometry, with properties calculated with the ωB97M-V functional and the def2-TZVPD basis.

Last column: Mulliken charge in e.
Cartesian coordinates (Å):
O1 0.00000 0.00000 1.02369  0.000
O2 0.00000 0.00000 -1.02369  0.000

Computed properties:
E, eV: -4082.5472
E_HOMO, eV: -13.1442
Total charge: 0
Relative energy (zero: lowest compared OMol25 entry of this formula, charge and spin), kcal per mole: 166.8
Lowest unoccupied orbital energy, eV: -6.03

=====

Below is the molecule C4H8N4O in a non-equilibrium geometry, with properties calculated with the ωB97M-V functional and the def2-TZVPD basis.

Last column: Mulliken charge in e.
Cartesian coordinates (Å):
C1 -1.10591 1.38804 -0.06475  -1.350
C2 -0.38094 0.16664 0.43478  0.302
C3 -1.19932 -1.10609 0.40232  -1.455
C4 1.05585 -0.08929 -0.51246  0.695
O1 0.66811 -0.15309 -1.81786  -0.512
N1 1.85705 1.01555 -0.13479  -0.105
N2 2.73316 0.59874 0.62952  -0.281
N3 2.62928 -0.79006 0.76869  -0.298
N4 1.68310 -1.21185 0.09428  -0.041
H1 -0.42215 2.20266 -0.28087  0.431
H2 -1.78298 1.71051 0.72856  0.376
H3 -1.69201 1.16038 -0.95370  0.285
H4 0.01903 0.33392 1.43911  0.372
H5 -1.72076 -1.21915 -0.54636  0.364
H6 -1.94637 -1.04695 1.19328  0.387
H7 -0.58304 -1.98343 0.58568  0.425
H8 0.18789 -0.97654 -1.96544  0.404

Computed properties:
E, eV: -12282.6250
E_HOMO, eV: -10.2535
Total charge: 0
Relative energy (zero: lowest compared OMol25 entry of this formula, charge and spin), kcal per mole: 87.9
Lowest unoccupied orbital energy, eV: -0.93

=====

Below is a cluster of 8 separate species, H16O8 in total in a non-equilibrium geometry, with properties calculated with the ωB97M-V functional and the def2-TZVPD basis.

Last column: Mulliken charge in e.
Cartesian coordinates (Å):
O1 -0.06476 0.50037 0.24611  -0.318
H1 0.76208 0.50580 -0.21551  0.364
H2 -0.11574 -0.31656 0.93645  0.479
H3 -0.83951 0.45924 -0.33904  0.513
O2 2.19062 0.79964 -1.14511  -1.184
H4 2.56032 -0.12305 -1.33848  0.193
O3 -1.68810 1.03314 -1.70353  -0.623
H5 -2.51892 0.52621 -1.71374  0.294
H6 -1.64527 1.08974 -2.63020  0.285
O4 1.59353 3.47069 -1.30978  -0.671
H7 1.76443 2.50528 -1.14119  0.437
H8 1.86480 3.90253 -0.56994  0.260
O5 -0.56035 -2.18987 -0.46892  -0.609
H9 -0.28611 -2.77083 0.25584  0.267
H10 -1.61449 -2.18558 -0.40087  0.363
O6 3.01376 0.32812 1.28736  -0.732
H11 4.08195 0.48597 1.40729  0.291
H12 2.79479 0.58223 0.34403  0.461
O7 -2.99839 -1.25166 0.19505  -0.641
H13 -3.41957 -0.49674 0.50415  0.284
H14 -3.33296 -2.16431 0.45487  0.321
O8 -0.26042 -1.29492 2.43862  -0.656
H15 -0.13958 -2.22671 2.21988  0.302
H16 -1.14211 -1.16873 2.68667  0.319

Computed properties:
E, eV: -16636.7779
E_HOMO, eV: -8.0375
Total charge: 0
Relative energy (zero: lowest compared OMol25 entry of this formula, charge and spin), kcal per mole: 120.7
Lowest unoccupied orbital energy, eV: -0.93

=====

Below is a structure of composition C30H31NOP2Yb in a non-equilibrium geometry, with properties calculated with the ωB97M-V functional and the def2-TZVPD basis.

Last column: Mulliken charge in e.
Cartesian coordinates (Å):
C1 -1.11162 3.36583 -2.82837  -0.630
C2 -0.96679 2.05770 -2.37282  0.126
C3 0.35212 1.50902 -2.29782  0.298
C4 1.46175 2.30276 -2.61554  -0.146
C5 1.29221 3.62330 -3.02840  -0.742
C6 0.00657 4.15779 -3.13000  -0.903
C7 2.82873 1.67473 -2.44950  0.301
C8 2.80353 0.18390 -2.70014  -0.012
C9 1.63129 -0.50033 -2.36566  0.410
C10 1.58162 -1.92126 -2.46493  0.288
C11 2.71174 -2.58739 -2.94574  -0.739
C12 3.88662 -1.88970 -3.26938  -0.913
C13 3.93833 -0.50130 -3.13895  -0.797
H1 -2.11540 3.78558 -2.93782  0.395
H2 2.18099 4.20702 -3.28989  0.465
H3 -0.12590 5.19188 -3.45359  0.389
H4 3.53102 2.15472 -3.13923  1.042
H5 2.68656 -3.67590 -3.05119  0.402
H6 4.76447 -2.42442 -3.63403  0.395
H7 4.82417 0.08612 -3.39680  0.464
N1 0.54338 0.20394 -1.84189  0.427
Yb1 0.28141 0.00500 0.31719  0.092
C14 -2.16262 1.22463 -1.95039  -1.313
H8 -2.12553 0.23193 -2.43523  0.289
H9 -3.10019 1.72521 -2.24256  0.571
C15 0.35150 -2.67484 -1.99818  -1.263
H10 -0.56310 -2.24101 -2.43714  0.328
H11 0.42496 -3.73735 -2.27587  0.591
P1 -2.30194 0.89045 -0.12186  1.476
P2 0.09534 -2.64442 -0.16360  1.176
C16 1.58252 -3.53749 0.40222  -1.435
H12 1.56816 -3.56962 1.50282  0.418
H13 1.58786 -4.56166 0.00156  0.406
H14 2.49033 -3.00482 0.08371  0.417
C17 -1.22912 -3.87104 0.06059  -1.303
H15 -0.90453 -4.85342 -0.31334  0.468
H16 -1.46599 -3.93335 1.13312  0.384
H17 -2.13349 -3.54054 -0.47362  0.357
C18 -2.37921 2.60773 0.51068  -1.431
H18 -3.37198 3.03601 0.30216  0.427
H19 -2.20910 2.58047 1.59643  0.363
H20 -1.60094 3.23843 0.05718  0.384
C19 -4.04780 0.37185 -0.01179  -1.554
H21 -4.29822 0.15897 1.03453  0.410
H22 -4.70849 1.16313 -0.39159  0.538
H23 -4.21091 -0.54921 -0.59010  0.370
C20 3.35710 1.90104 -1.07067  -0.235
O1 2.83952 1.46689 -0.04168  -0.444
H24 4.28405 2.51697 -1.22038  0.309
C21 0.68112 1.06809 5.77844  -0.627
C22 1.14147 1.54530 4.53417  -0.944
C23 0.54617 1.13163 3.34265  -0.913
C24 -0.56495 0.23013 3.35793  1.234
C25 -1.29264 -0.17910 2.21724  0.418
C26 -2.20331 -1.20347 2.25913  -0.427
C27 -2.60937 -1.73895 3.51448  -1.412
C28 -2.02702 -1.27915 4.67598  -0.862
C29 -0.98811 -0.30954 4.64472  0.790
C30 -0.36326 0.15036 5.82520  -0.775
H25 1.14265 1.41379 6.70255  0.391
H26 1.97477 2.25355 4.52365  0.407
H27 0.92951 1.51764 2.38633  0.342
H28 -2.66123 -1.61865 1.35530  0.870
H29 -3.39100 -2.49892 3.53915  0.411
H30 -2.34788 -1.65831 5.64550  0.388
H31 -0.72190 -0.22829 6.78510  0.394

Computed properties:
E, eV: -85252.5809
E_HOMO (spin up / spin down), eV: -9.9571 / -10.0242
Total charge: +1
Multiplicity: 2
Relative energy (zero: lowest compared OMol25 entry of this formula, charge and spin), kcal per mole: 0.0
Lowest unoccupied orbital energy (spin up / spin down), eV: -2.97 / -3.20
Expectation value of S²: 0.75

=====

Below is a cluster of 2 separate species, C4H8S in total in a non-equilibrium geometry, with properties calculated with the ωB97M-V functional and the def2-TZVPD basis.

Last column: Mulliken charge in e.
Cartesian coordinates (Å):
C1 0.98428 1.90823 1.16428  -0.741
C2 0.42268 0.94243 1.85464  0.331
C3 -0.02150 0.12096 2.73030  -0.607
H1 0.45077 2.41151 0.37326  0.253
H2 1.97675 2.21560 1.24012  0.258
H3 -0.38952 0.49139 3.62415  0.279
H4 0.06017 -0.94910 2.53704  0.234
C4 -0.71605 -1.64529 -2.50906  -0.759
S1 0.50645 -0.40799 -1.85671  -0.176
H5 -0.14002 -2.40919 -2.94067  0.283
H6 -1.25806 -1.07417 -3.25017  0.274
H7 -1.32135 -1.93421 -1.70124  0.268
H8 -0.55461 0.32982 -1.26593  0.103

Computed properties:
E, eV: -15110.3997
E_HOMO, eV: -8.9079
Total charge: 0
Relative energy (zero: lowest compared OMol25 entry of this formula, charge and spin), kcal per mole: 45.8
Lowest unoccupied orbital energy, eV: 0.87

=====

Below is the molecule C6H4O, with properties calculated with the ωB97M-V functional and the def2-TZVPD basis.

Last column: Mulliken charge in e.
Cartesian coordinates (Å):
C1 3.34982 -0.72811 0.01300  -0.651
C2 2.08736 -0.73644 0.13918  -0.092
C3 0.77316 -0.47212 0.08926  0.582
C4 0.12776 0.87454 0.16178  -0.334
C5 -1.33422 0.54617 0.10702  -0.330
C6 -1.41622 -0.74098 -0.20331  -0.281
O1 -0.16740 -1.36596 -0.25388  -0.310
H1 0.50187 1.21951 -0.81465  0.226
H2 0.48471 1.57596 0.91681  0.389
H3 -2.16241 1.21960 0.28741  0.380
H4 -2.24443 -1.39217 -0.44260  0.422

Computed properties:
E, eV: -8328.9967
E_HOMO, eV: -9.6151
Total charge: 0
Relative energy (zero: lowest compared OMol25 entry of this formula, charge and spin), kcal per mole: 79.4
Lowest unoccupied orbital energy, eV: -0.73

=====

Below is a cluster of 2 separate species, C4H14N2O2 in total in a non-equilibrium geometry, with properties calculated with the ωB97M-V functional and the def2-TZVPD basis.

Last column: Mulliken charge in e.
Cartesian coordinates (Å):
C1 2.63206 1.33798 0.06494  -1.402
C2 1.22114 1.48473 0.65423  0.315
O1 0.46160 2.45446 -0.08724  -0.589
C3 0.41835 0.14593 0.82345  -0.623
N1 -0.81042 0.18534 0.05629  -0.231
C4 -1.59512 -1.01398 0.21846  0.019
N2 -2.87988 -0.87479 -0.51475  -0.743
H1 2.49235 1.06756 -0.98209  0.398
H2 3.23533 0.61510 0.60616  0.380
H3 3.04930 2.33772 0.12435  0.376
H4 1.13150 1.93516 1.65213  0.281
H5 0.75634 2.43229 -1.01172  0.313
H6 0.98603 -0.71766 0.47628  0.286
H7 0.28861 -0.00270 1.90962  0.278
H8 -1.34196 1.03972 0.12217  0.238
H9 -1.11775 -1.89275 -0.26938  -0.293
H10 -1.90973 -1.26422 1.24385  0.340
H11 -2.84488 -0.04906 -1.10454  0.241
H12 -3.64738 -0.68172 0.11820  0.257
O2 0.57908 -3.16951 -1.02818  -0.655
H13 0.55095 -3.39117 -0.09394  0.333
H14 -0.19334 -2.59316 -1.13584  0.482

Computed properties:
E, eV: -11449.1508
E_HOMO, eV: -8.9609
Total charge: 0
Relative energy (zero: lowest compared OMol25 entry of this formula, charge and spin), kcal per mole: 35.5
Lowest unoccupied orbital energy, eV: 0.89